No. 1
A cluster of 4 separate species, C3H16N2O3 in total at a distorted geometry, computed with wB97M-V/def2-TZVPD.

Summary:
lowest unoccupied orbital energy	0.5	eV
highest occupied orbital energy	-9.122	eV
SMILES	NCCCN.O.O.O
total energy	-459.0882	Ha
Kohn-Sham gap	9.6	eV
relative energy (zero: lowest compared OMol25 entry of this formula, charge and spin)	1.303	eV

Geometry as ORCA input:
```
! wB97M-V def2-TZVPD RIJCOSX def2/J DEFGRID3
* xyz 0 1
N -0.65 2.21 -0.23
C -0.89 1.11 -1.12
C 0.35 0.22 -1.43
C 1.67 0.61 -0.71
N 2.83 0.02 -1.40
H -1.42 2.85 -0.10
H 0.11 2.73 -0.67
H -1.68 0.42 -0.79
H -1.23 1.35 -2.14
H 0.62 0.45 -2.46
H 0.24 -0.85 -1.27
H 1.80 1.69 -0.75
H 1.65 0.33 0.34
H 2.59 -0.41 -2.29
H 3.22 -0.71 -0.83
O -1.74 -0.87 1.68
H -1.47 -0.46 0.85
H -2.67 -1.01 1.44
O 0.58 0.33 3.38
H 0.36 -0.61 3.41
H -0.25 0.67 3.04
O -1.65 -3.21 0.44
H -1.45 -3.03 1.36
H -0.91 -3.82 0.27
*
```

---

No. 2
A structure of composition C25H23BN4O7RuS2 at a distorted geometry, computed with wB97M-V/def2-TZVPD.

Summary:
<S²>	0.763
lowest unoccupied orbital energy (alpha / beta)	2.3 / 2.3	eV
highest occupied orbital energy (alpha / beta)	-3.417 / -3.535	eV
total energy	-2628.5706	Ha
Kohn-Sham gap (alpha / beta)	5.7 / 5.8	eV
relative energy (zero: lowest compared OMol25 entry of this formula, charge and spin)	0.000	eV

Geometry as ORCA input:
```
! wB97M-V def2-TZVPD RIJCOSX def2/J DEFGRID3
* xyz -1 2
Ru 1.86 -1.82 1.05
O 5.61 3.33 2.15
C 4.69 2.36 1.89
C 3.42 2.37 2.45
C 2.55 1.35 2.11
N 2.86 0.34 1.30
C 4.10 0.33 0.80
C 5.03 1.33 1.04
C 4.51 -0.87 -0.05
O 5.58 -0.79 -0.66
O 3.72 -1.85 0.02
C 1.17 1.47 2.71
O 0.93 2.17 3.64
O 0.21 0.71 2.12
H 5.24 3.96 2.77
H 3.09 3.14 3.13
H 6.00 1.25 0.58
C -1.96 -2.36 -2.64
S -2.39 -2.76 -0.94
C -0.88 -2.41 -0.07
S 0.48 -1.73 -0.88
N -0.94 -2.74 1.18
N 0.26 -2.53 1.84
C 0.29 -2.94 3.11
C 1.53 -2.79 3.76
C 1.78 -3.13 5.12
C 3.02 -2.94 5.65
C 4.05 -2.41 4.84
C 3.75 -2.11 3.53
N 2.54 -2.28 2.98
H -2.84 -2.63 -3.23
H -1.10 -2.94 -2.97
H -1.74 -1.30 -2.76
H -0.58 -3.37 3.58
H 0.97 -3.52 5.72
H 3.21 -3.19 6.68
H 5.05 -2.26 5.22
H 4.51 -1.72 2.87
C -4.94 2.59 -3.82
C -4.18 1.27 -3.67
C -3.63 0.85 -5.04
C -5.15 0.19 -3.21
C -3.02 1.46 -2.69
C -1.97 2.32 -3.02
C -0.89 2.55 -2.18
C -0.89 1.89 -0.98
O 0.05 1.92 0.03
B -0.44 1.01 0.96
O -1.67 0.49 0.61
C -1.92 1.03 -0.63
C -2.99 0.80 -1.45
H -5.76 2.48 -4.53
H -4.29 3.39 -4.17
H -5.36 2.90 -2.85
H -4.45 0.66 -5.74
H -3.04 -0.07 -4.96
H -2.99 1.62 -5.48
H -5.93 0.05 -3.96
H -5.64 0.47 -2.27
H -4.65 -0.76 -3.06
H -1.99 2.83 -3.98
H -0.08 3.21 -2.46
H -3.75 0.10 -1.13
*
```

---

No. 3
The molecule C4H7NO2 at a distorted geometry, computed with wB97M-V/def2-TZVPD.

Summary:
lowest unoccupied orbital energy	0.8	eV
highest occupied orbital energy	-8.615	eV
SMILES	CO/C=C\NC=O
total energy	-361.7932	Ha
Kohn-Sham gap	9.4	eV
relative energy (zero: lowest compared OMol25 entry of this formula, charge and spin)	2.386	eV

Geometry as ORCA input:
```
! wB97M-V def2-TZVPD RIJCOSX def2/J DEFGRID3
* xyz 0 1
C -2.48 -0.70 0.17
O -1.21 -0.58 -0.47
C -0.66 0.63 -0.14
C 0.63 0.81 -0.04
N 1.49 -0.27 -0.03
C 2.86 -0.02 -0.06
O 3.80 -0.84 -0.07
H -2.87 -1.71 -0.21
H -2.24 -0.63 1.25
H -3.20 0.08 -0.27
H -1.28 1.58 -0.13
H 0.98 1.78 0.17
H 1.16 -1.28 0.03
H 3.01 1.15 -0.19
*
```

---

No. 4
A structure of composition CHF3O2SYb at a distorted geometry, computed with wB97M-V/def2-TZVPD.

Summary:
lowest unoccupied orbital energy	-2.0	eV
highest occupied orbital energy	-6.642	eV
total energy	-2045.5571	Ha
Kohn-Sham gap	4.7	eV

Geometry as ORCA input:
```
! wB97M-V def2-TZVPD RIJCOSX def2/J DEFGRID3
* xyz 0 1
S -0.47 -1.26 -0.94
O 0.79 -2.12 -0.37
O -1.46 -1.55 0.34
Yb -0.32 -3.20 1.12
C 0.21 1.34 -0.09
F -0.37 1.82 -1.20
F 1.51 1.12 -0.34
H -0.30 0.96 0.80
F 0.41 2.88 0.68
*
```

---

No. 5
A cluster of 8 separate species, C56H93BF2N11O5Si in total at a distorted geometry, computed with wB97M-V/def2-TZVPD.

Summary:
lowest unoccupied orbital energy	-3.6	eV
highest occupied orbital energy	-11.178	eV
total energy	-3682.0779	Ha
Kohn-Sham gap	7.6	eV

Geometry as ORCA input:
```
! wB97M-V def2-TZVPD RIJCOSX def2/J DEFGRID3
* xyz 1 1
C -0.75 -3.64 3.08
C -1.27 -3.67 1.65
O -0.21 -3.57 0.72
C -0.55 -2.98 -0.51
C 0.69 -2.28 -1.09
C 0.47 -0.84 -1.43
C -0.24 -0.53 -2.58
C -0.81 -1.61 -3.42
O -1.80 -2.17 -3.11
O -0.13 -1.82 -4.58
C -0.03 -3.17 -4.98
F -1.12 -3.40 -5.72
F -0.14 -3.95 -3.90
C 1.19 -3.58 -5.78
C 2.11 -2.53 -6.45
Si 3.72 -2.25 -5.51
C 3.51 -2.37 -3.64
C 4.96 -3.56 -6.02
C 4.43 -0.55 -5.88
C 3.76 0.58 -5.44
C 4.22 1.84 -5.72
C 5.37 2.01 -6.45
C 6.06 0.91 -6.88
C 5.59 -0.35 -6.60
C -0.46 0.77 -2.97
B -1.29 1.03 -4.30
O -2.56 0.54 -4.40
O -0.76 1.67 -5.36
C 0.05 1.79 -2.20
C -0.15 3.21 -2.61
C -1.34 3.92 -1.92
C -2.55 3.06 -1.61
C -3.89 3.79 -1.79
N -4.04 4.59 -3.01
N 0.73 1.49 -1.08
C 1.30 2.59 -0.29
N 2.63 2.94 -0.76
C 0.95 0.21 -0.69
C 1.73 -0.06 0.56
C 3.21 0.10 0.34
N 4.00 0.25 1.31
H -1.03 -4.54 3.60
H -1.12 -2.75 3.57
H 0.33 -3.54 3.03
H -1.97 -2.84 1.51
H -1.84 -4.58 1.47
H -0.85 -3.76 -1.21
H -1.40 -2.32 -0.43
H 0.92 -2.77 -2.02
H 1.54 -2.45 -0.45
H 0.76 -4.18 -6.57
H 1.80 -4.23 -5.17
H 1.61 -1.62 -6.73
H 2.43 -2.99 -7.37
H 3.04 -1.50 -3.21
H 4.51 -2.41 -3.22
H 3.00 -3.27 -3.32
H 5.90 -3.16 -6.37
H 4.55 -4.20 -6.78
H 5.18 -4.17 -5.16
H 2.85 0.45 -4.86
H 3.66 2.69 -5.38
H 5.70 3.01 -6.66
H 6.97 1.04 -7.43
H 6.16 -1.19 -6.95
H -3.01 0.50 -3.55
H -1.44 1.78 -6.03
H -0.20 3.27 -3.68
H 0.75 3.73 -2.32
H -1.58 4.78 -2.52
H -0.99 4.31 -0.98
H -2.52 2.81 -0.56
H -2.58 2.13 -2.17
H -4.64 3.01 -1.86
H -4.07 4.41 -0.93
H -3.82 5.56 -2.82
H -3.37 4.32 -3.71
H 1.27 2.36 0.76
H 0.67 3.45 -0.42
H 2.95 2.32 -1.49
H 3.30 2.96 -0.01
H 1.54 -1.06 0.91
H 1.43 0.60 1.35
H 3.56 0.09 -0.69
H 4.95 0.34 0.97
C -3.76 -4.31 -4.37
C -4.86 -3.62 -5.18
C -6.22 -4.30 -5.04
C -6.22 -5.66 -5.58
N -6.20 -6.73 -6.00
H -3.60 -5.33 -4.72
H -2.84 -3.78 -4.47
H -4.02 -4.35 -3.31
H -4.57 -3.59 -6.23
H -4.96 -2.59 -4.85
H -6.98 -3.73 -5.57
H -6.52 -4.34 -3.99
C 7.12 -7.88 -3.91
C 6.10 -7.67 -2.80
C 4.66 -7.91 -3.26
C 4.24 -6.94 -4.28
N 3.93 -6.19 -5.09
H 6.98 -7.16 -4.72
H 8.13 -7.75 -3.53
H 7.05 -8.88 -4.33
H 6.20 -6.67 -2.39
H 6.31 -8.37 -1.98
H 3.98 -7.83 -2.42
H 4.55 -8.91 -3.67
C -2.27 2.89 4.96
C -1.87 1.64 4.19
C -0.78 1.88 3.15
C -1.19 2.77 2.07
N -1.51 3.47 1.22
H -2.70 3.65 4.29
H -3.02 2.65 5.70
H -1.42 3.33 5.47
H -2.75 1.21 3.70
H -1.51 0.88 4.88
H -0.48 0.92 2.71
H 0.11 2.30 3.63
C -5.15 -4.74 5.45
C -6.09 -3.76 4.76
C -5.43 -3.06 3.56
C -4.31 -2.21 3.97
N -3.43 -1.55 4.29
H -4.28 -4.24 5.88
H -5.67 -5.24 6.27
H -4.80 -5.51 4.76
H -6.43 -3.02 5.46
H -6.97 -4.28 4.40
H -6.16 -2.43 3.05
H -5.08 -3.79 2.84
C 2.09 6.07 7.63
C 1.80 6.34 6.16
C 0.42 6.98 5.93
C -0.67 6.10 6.32
N -1.53 5.41 6.66
H 1.38 5.35 8.04
H 3.09 5.66 7.74
H 2.03 6.99 8.22
H 1.87 5.41 5.59
H 2.56 7.02 5.76
H 0.30 7.23 4.87
H 0.34 7.91 6.48
C 5.56 9.03 6.32
C 6.79 8.28 5.80
C 6.47 6.83 5.39
C 6.03 6.02 6.53
N 5.68 5.39 7.42
H 5.16 8.56 7.22
H 5.82 10.06 6.56
H 4.77 9.05 5.56
H 7.57 8.28 6.57
H 7.19 8.80 4.93
H 7.35 6.36 4.96
H 5.69 6.82 4.63
C -6.61 0.83 6.92
C -7.84 1.25 6.13
C -9.03 0.31 6.32
C -8.75 -1.03 5.81
N -8.52 -2.09 5.42
H -6.24 -0.14 6.59
H -5.80 1.55 6.79
H -6.83 0.76 7.99
H -7.59 1.32 5.07
H -8.15 2.25 6.45
H -9.91 0.70 5.81
H -9.29 0.23 7.38
*
```

---

Q: Look up the total energy of the fourth one.
A: -2045.5571 Ha

---

Q: Which value of total energy does entry 1 give?
A: -459.0882 Ha

---

Q: Number 2 is which compound?
A: C25H23BN4O7RuS2